15
Properties=species:S:1:pos:R:3:mulliken_charge:R:1 method="wB97M-V/def2-TZVPD" mol_weight_g_mol=96.1 homo_lumo_gap_ev=9.35 charge=0 lumo_energy_ha=0.0326 smiles=Cc1cn(C)cn1 total_energy_ha=-304.83066
N 0.77846 -0.56620 1.25651 -0.64
N -1.03477 0.04717 0.13211 0.15
C 0.05708 0.52424 -0.57476 -0.48
C -0.52725 -0.59301 1.21599 -0.05
C 2.61952 0.11260 -0.24749 -1.06
C 1.16654 0.11455 0.12424 0.43
C -2.43373 0.04932 -0.25249 -0.85
H 2.92677 -0.93799 -0.32036 0.25
H 3.25496 0.58277 0.51157 0.27
H -0.05858 1.07367 -1.50181 0.39
H -2.93506 -0.79902 0.22548 0.31
H -2.51626 -0.07821 -1.33421 0.33
H -2.94958 0.96891 0.04200 0.27
H -1.17165 -1.08513 1.93424 0.37
H 2.82354 0.58632 -1.21103 0.31